ORCA calculation (the ωB97M-V functional and the def2-TZVPD basis) on a molecular structure, C60H48BrN3OP2STe2Tl.

As for the relative energy (zero: lowest compared OMol25 entry of this formula, charge and spin): 7.62 kcal/mol. The net charge is -1. The spin multiplicity is 1.

Geometry (Å):
Tl (-0.87, -0.24, 0.82)
O (0.03, 0.89, 2.83)
N (-0.59, 1.74, 3.65)
C (0.21, 2.27, 4.61)
C (-0.24, 3.16, 5.54)
C (-1.59, 3.52, 5.48)
C (-2.39, 2.98, 4.51)
C (-1.92, 2.06, 3.54)
S (-2.95, 1.41, 2.36)
H (1.23, 1.90, 4.55)
H (0.44, 3.55, 6.28)
H (-2.01, 4.23, 6.19)
H (-3.43, 3.24, 4.43)
Te (4.85, -0.44, 0.31)
C (6.41, -1.28, -0.85)
C (6.35, -2.58, -1.33)
C (7.40, -3.07, -2.10)
N (8.49, -2.37, -2.40)
C (8.54, -1.12, -1.94)
C (7.55, -0.54, -1.17)
C (3.24, -1.03, -0.87)
P (1.92, -1.80, 0.12)
C (1.33, -3.26, -0.85)
C (2.05, -3.85, -1.88)
C (1.55, -4.96, -2.55)
C (0.34, -5.52, -2.16)
C (-0.36, -4.97, -1.09)
C (0.14, -3.85, -0.44)
C (2.71, -2.75, 1.47)
C (2.66, -2.23, 2.76)
C (3.29, -2.89, 3.81)
C (3.97, -4.07, 3.58)
C (4.02, -4.60, 2.30)
C (3.39, -3.94, 1.25)
P (2.49, 0.35, -1.80)
C (2.38, -0.19, -3.57)
C (1.69, 0.64, -4.46)
C (1.50, 0.29, -5.78)
C (2.01, -0.91, -6.26)
C (2.73, -1.73, -5.41)
C (2.91, -1.37, -4.08)
C (3.81, 1.58, -2.12)
C (3.59, 2.90, -1.72)
C (4.54, 3.88, -1.97)
C (5.72, 3.55, -2.62)
C (5.95, 2.24, -3.02)
C (4.99, 1.26, -2.78)
H (5.49, -3.20, -1.13)
H (7.36, -4.08, -2.48)
H (9.43, -0.55, -2.20)
H (7.65, 0.49, -0.85)
H (3.01, -3.43, -2.14)
H (2.11, -5.40, -3.36)
H (-0.05, -6.39, -2.67)
H (-1.29, -5.42, -0.75)
H (-0.39, -3.43, 0.40)
H (2.14, -1.30, 2.94)
H (3.23, -2.47, 4.81)
H (4.46, -4.58, 4.40)
H (4.56, -5.52, 2.11)
H (3.43, -4.37, 0.25)
H (1.28, 1.58, -4.09)
H (0.96, 0.96, -6.44)
H (1.87, -1.18, -7.30)
H (3.15, -2.66, -5.78)
H (3.50, -1.99, -3.42)
H (2.68, 3.15, -1.21)
H (4.36, 4.90, -1.66)
H (6.47, 4.31, -2.82)
H (6.87, 1.97, -3.53)
H (5.17, 0.24, -3.09)
Br (-4.34, -0.99, -0.50)
C (-3.10, -1.62, -1.78)
C (-3.57, -2.23, -2.94)
C (-2.63, -2.56, -3.91)
C (-1.29, -2.26, -3.70)
C (-0.94, -1.66, -2.50)
N (-1.83, -1.36, -1.55)
H (-4.62, -2.41, -3.08)
H (-2.95, -3.04, -4.83)
H (-0.53, -2.48, -4.43)
H (0.09, -1.41, -2.29)
Te (-1.18, -1.87, 2.99)
C (-2.20, -3.65, 2.44)
C (-2.78, -3.90, 1.20)
C (-3.45, -5.09, 0.95)
C (-3.56, -6.05, 1.94)
C (-2.99, -5.81, 3.18)
C (-2.33, -4.62, 3.43)
H (-2.72, -3.15, 0.42)
H (-3.89, -5.25, -0.02)
H (-4.08, -6.98, 1.74)
H (-3.07, -6.56, 3.97)
H (-1.89, -4.46, 4.41)
C (0.59, 6.62, -0.94)
C (0.18, 5.70, -1.89)
C (-0.02, 4.38, -1.55)
C (0.17, 3.94, -0.24)
C (0.60, 4.88, 0.71)
C (0.80, 6.21, 0.37)
C (0.01, 2.54, 0.21)
C (-0.80, 1.61, -0.29)
C (-1.81, 1.84, -1.35)
C (-2.99, 2.53, -1.06)
C (-3.94, 2.73, -2.05)
C (-3.72, 2.26, -3.34)
C (-2.54, 1.60, -3.64)
C (-1.59, 1.40, -2.65)
H (0.75, 7.66, -1.22)
H (0.04, 6.01, -2.92)
H (-0.32, 3.67, -2.31)
H (0.77, 4.55, 1.73)
H (1.12, 6.91, 1.12)
H (0.62, 2.29, 1.07)
H (-3.15, 2.89, -0.06)
H (-4.85, 3.25, -1.81)
H (-4.47, 2.41, -4.11)
H (-2.34, 1.25, -4.65)
H (-0.66, 0.91, -2.89)

Löwdin population analysis, charges in e, atoms 1 to 99: 0.503 -0.388 -0.204 -0.037 -0.081 -0.093 -0.110 -0.686 0.571 0.133 0.097 0.100 0.093 1.252 -0.548 -0.128 -0.169 0.036 -0.175 -0.151 -0.989 0.838 -0.389 -0.115 -0.085 -0.095 -0.071 -0.115 -0.422 -0.153 -0.087 -0.097 -0.085 -0.090 0.898 -0.382 -0.120 -0.100 -0.114 -0.093 -0.107 -0.432 -0.098 -0.088 -0.100 -0.093 -0.122 0.080 0.096 0.095 0.087 0.069 0.098 0.094 0.089 0.044 0.079 0.100 0.094 0.098 0.096 0.094 0.096 0.091 0.097 0.071 0.081 0.097 0.093 0.100 0.105 0.817 -0.729 -0.099 -0.052 -0.028 -0.139 0.006 0.098 0.108 0.111 0.083 1.008 -0.612 -0.183 -0.105 -0.106 -0.104 -0.171 0.038 0.103 0.093 0.097 0.084 -0.105 -0.083 -0.026 -0.207 -0.037